[1]
A molecular structure, C37H33CrFN6O in a non-equilibrium geometry, computed with ωB97M-V/def2-TZVPD.

```
! RIJCOSX wB97M-V def2-TZVPD def2/J DEFGRID3
* xyz 0 5
C -2.32 -4.10 -3.28
N 0.34 -2.13 -4.09
C -3.46 -4.86 -3.50
C -2.26 1.58 1.06
C 1.27 0.83 2.08
H 3.18 1.67 5.54
C -2.51 0.62 -1.12
H -0.61 3.63 5.27
N -1.30 -3.14 -1.23
H -4.49 -3.56 -6.45
H 0.39 2.34 -2.25
C 2.44 2.35 5.93
N 1.87 1.24 3.24
C -0.02 1.34 2.15
C 0.84 -0.12 -0.08
H -3.10 0.41 -2.00
H -4.08 1.65 -0.11
C -3.05 1.32 -0.06
O 2.07 4.38 8.89
C -0.91 -2.20 -3.87
N -1.26 0.16 -1.14
C 1.25 2.59 5.24
C -4.25 -4.67 -4.63
H 0.61 -3.66 -0.55
H -2.46 -2.18 -6.08
H 2.76 3.07 -2.18
H 0.83 -2.85 -4.61
H -1.12 0.32 -4.99
H -0.20 4.74 7.43
C 1.74 3.83 7.70
H 1.61 5.61 10.40
C 3.26 2.01 -3.96
H -0.71 -4.25 0.49
N -0.19 2.04 3.31
H -2.64 2.14 1.91
C -2.59 -2.73 -0.70
H -3.08 -3.55 -0.15
H 1.17 0.16 -5.84
H 0.97 6.14 8.83
C -0.46 0.39 -0.03
C 3.39 -1.13 -0.33
H -2.46 -1.89 -0.01
C 3.05 -0.45 0.85
H 3.61 2.79 7.68
C -0.37 -3.41 -0.15
C 1.15 5.28 9.48
H 3.54 0.92 -5.77
C 0.60 1.17 -4.04
H -3.24 -2.41 -1.51
C 1.78 0.07 0.98
H -0.42 -4.57 -2.42
C 0.31 3.45 5.81
C 2.68 2.96 7.14
N 1.19 -0.82 -1.22
C -0.78 0.66 -4.01
Cr -0.35 -0.85 -2.59
F 4.55 2.40 -3.92
C 1.51 0.79 -5.03
C 2.83 1.20 -5.00
H 2.68 -1.80 -2.24
H -1.49 1.40 -3.62
H 4.38 -1.53 -0.48
C -3.88 -3.71 -5.57
H 3.78 -0.33 1.65
C -2.75 -2.94 -5.37
H -5.14 -5.26 -4.78
C -0.95 1.13 1.08
C 0.96 1.97 3.95
C 0.55 4.07 7.02
C 1.07 2.01 -3.02
H 2.83 1.07 3.49
H -3.74 -5.62 -2.78
H -1.81 -5.18 -1.50
C -1.97 -3.12 -4.22
C 2.39 2.43 -2.97
C 2.44 -1.28 -1.32
H 0.20 4.79 9.70
C -1.43 -4.32 -2.08
H -0.26 -2.52 0.48
*
```

As for the expectation value of S²: 6.11. The calculated total energy is -81031.849 eV. The frontier orbital gap (alpha / beta) is 5.31 / 7.18 eV.

---

[2]
A single C19H28N8O2 molecule, computed with ωB97M-V/def2-TZVPD.

```
! RIJCOSX wB97M-V def2-TZVPD def2/J DEFGRID3
* xyz 0 1
N -1.40 -0.02 -1.08
C 1.54 0.93 4.52
N 0.46 0.42 3.66
H -0.31 -3.20 -1.09
H -3.97 2.00 1.09
C -1.37 -1.58 -2.98
O -3.61 0.17 -0.58
C 2.60 1.39 3.53
C -0.42 -2.11 0.77
H -2.39 -1.82 -1.11
N -2.91 3.74 1.42
H -4.63 -1.56 0.99
C -1.43 -1.43 -1.47
C -4.80 -1.17 1.99
H 1.40 3.01 2.76
C 0.73 0.07 1.19
H -0.44 -1.17 -3.37
H -0.49 0.39 -0.98
H 2.24 2.14 1.48
N -2.92 -2.16 3.15
H 0.57 5.54 0.64
H -0.72 0.18 5.34
H -1.42 -2.63 -3.27
H 3.15 0.53 3.13
H -5.48 -1.81 2.54
C -1.08 2.77 -0.43
H 3.32 2.07 3.98
H 1.20 4.23 -0.36
H -1.68 5.38 1.61
C -1.87 -0.38 3.68
H 0.14 5.45 -1.06
C -2.48 0.65 -0.63
H 0.67 -1.74 -1.07
C 1.75 2.03 2.44
H -1.24 1.53 4.31
C -0.87 4.01 0.17
C 0.33 4.85 -0.17
H 0.41 -1.34 2.48
N -1.86 -1.73 3.79
N -3.54 -1.10 2.71
C -2.20 2.03 -0.10
O 1.09 0.50 0.10
H 1.19 1.79 5.11
N 0.54 -1.25 1.48
C -0.85 0.50 4.30
N -2.93 0.04 3.00
H 1.88 0.15 5.21
C -3.09 2.56 0.83
C -1.81 4.43 1.10
H -5.19 -0.17 1.91
C 0.56 1.06 2.35
H -2.20 -1.05 -3.45
H -0.37 1.60 2.10
H -0.28 -3.11 1.19
C -0.29 -2.16 -0.76
H -0.35 2.41 -1.15
H -1.44 -1.80 1.02
*
```

The calculated total energy is -36173.897 eV. The frontier orbital gap is 9.67 eV.

---

[3]
A molecular structure, C30H58CoNO7Si, computed with ωB97M-V/def2-TZVPD.

```
! RIJCOSX wB97M-V def2-TZVPD def2/J DEFGRID3
* xyz 0 5
C 6.25 -2.17 0.44
C -4.61 2.36 -0.76
H 4.35 0.00 -2.13
H 0.72 2.35 1.50
C 2.56 -1.11 -2.39
O -1.03 -2.91 1.40
C -0.92 0.28 3.24
C 3.47 -3.39 2.69
Si -1.26 1.41 -0.66
C -4.02 0.96 -0.67
C 2.42 -4.41 2.24
H -0.76 0.55 4.29
H -3.95 3.07 -0.26
H 2.22 -0.45 -3.19
C -0.57 2.30 -3.26
C 0.67 3.31 0.99
O -2.73 0.94 -1.25
H -3.35 1.22 1.36
H 4.25 -3.96 3.21
H -4.71 2.66 -1.80
H -2.67 -2.91 0.14
H 2.16 -1.74 3.20
H -5.59 2.39 -0.29
H 0.13 0.54 -4.30
H -2.19 -4.51 0.75
C -1.41 4.06 2.18
C -1.14 -1.76 -2.07
C -1.81 3.20 -3.25
C -1.81 -3.54 0.40
H -5.89 -0.06 -1.11
H 6.07 -3.42 2.17
C -0.75 1.19 -4.28
C -0.77 3.77 0.83
H -0.36 4.83 -1.01
H -1.37 -2.37 -2.95
H 2.45 -2.88 4.53
H -2.02 -3.66 3.06
C 0.68 3.12 -3.58
H 0.18 -2.73 3.66
H -0.04 -4.37 -0.46
H -1.98 0.12 3.06
C 5.57 -1.39 -0.49
H 1.58 -3.91 1.74
H -4.88 0.28 -2.53
H 1.15 3.19 0.01
H 3.58 1.41 -0.23
H 1.24 4.04 1.57
H 1.55 2.46 -3.60
C 2.91 -2.37 3.68
H -1.39 3.16 2.80
H -1.90 3.71 -4.21
C -0.66 -2.06 3.54
H -2.44 4.36 2.06
H 2.85 -5.13 1.55
C 4.17 -2.70 1.54
C 4.20 -1.23 -0.44
H -0.90 1.60 -5.28
C -4.86 -0.03 -1.48
H -2.57 -2.06 2.49
H -0.56 -0.89 -2.37
H 1.69 -1.45 -1.83
H -2.71 2.60 -3.09
H -1.09 -1.83 4.52
H 6.13 -0.89 -1.28
C 5.54 -2.81 1.44
C -1.69 -2.70 2.64
H 7.33 -2.27 0.38
H -1.75 3.94 -2.47
C -0.82 5.02 -0.05
O -0.32 -2.51 -1.18
O -0.34 1.69 -1.99
C 3.45 -1.89 0.59
H 3.04 -1.98 -2.84
C -3.94 0.51 0.79
H -4.43 -1.03 -1.42
C 3.54 -0.36 -1.48
H 2.04 -4.95 3.11
H -3.45 -0.47 0.84
H -0.28 5.84 0.43
H -1.40 -4.22 -1.61
H 2.53 1.55 -1.65
H -0.58 1.07 2.58
H 0.58 3.60 -4.55
H 3.70 -1.73 4.06
H -4.94 0.43 1.22
Co 0.43 -1.26 0.67
N 2.14 -1.75 0.67
O -0.16 -0.88 2.93
H -1.63 0.58 -4.02
H 0.84 3.88 -2.83
H -1.86 5.33 -0.20
H -2.06 -1.42 -1.60
C -0.88 -3.74 -0.78
O -0.57 0.28 0.22
C 2.88 0.87 -0.86
O -1.57 2.75 0.23
H 2.01 0.59 -0.26
H -0.87 4.85 2.70
*
```

As for the expectation value of S²: 6.06. The calculated total energy is -93383.158 eV. The frontier orbital gap (alpha / beta) is 7.38 / 7.50 eV.

---

Question: The highest calculated total energy belongs to which entry?
Answer: C19H28N8O2